Entry from the OMol25 dataset: a cluster of 3 separate species, C23H30Br2NO8 in total (ωB97M-V with the def2-TZVPD basis set).

Last columns: bonded neighbours and bond lengths (Å).
Positions of all 64 atoms, in Å:
1 C 2.931 3.675 1.918  O26 1.226, C40 1.489, C63 1.471
2 H 3.523 -0.539 1.088  O32 0.982
3 H 3.858 0.616 3.534  O27 0.982
4 H -1.126 -4.624 -1.581  C23 1.192
5 C -1.995 0.701 -5.553  N22 1.513, C31 1.496, Br41 2.027
6 H 0.684 -4.154 -1.028  C23 1.189
7 H -1.602 1.573 -2.635  C11 1.171
8 O 0.644 4.574 1.917  H16 0.982, C40 1.383
9 C -3.439 0.310 -3.483  C11 1.639, N22 1.515, H59 1.188, H64 1.184
10 H 2.814 0.922 6.932  C17 1.082
11 C -2.741 1.376 -2.450  H7 1.171, C9 1.639, H18 1.193, C38 1.651
12 H -2.974 -1.928 -1.303  C52 1.187
13 H -0.185 -2.227 0.360  C34 1.171
14 H -2.831 -1.692 -6.273  C37 1.170
15 H -1.810 -3.350 0.343  C34 1.171
16 H 1.246 5.319 2.135  O8 0.982
17 C 2.617 0.032 6.349  H10 1.082, C42 1.471, C61 1.334
18 H -3.286 2.421 -2.634  C11 1.193
19 Br -0.054 2.614 -6.927  C31 2.030
20 O 1.510 -0.980 8.177  C42 1.226
21 H 0.060 0.317 -3.427  C29 1.193
22 N -2.506 -0.280 -4.521  C5 1.513, C9 1.515, C37 1.543, H50 1.045
23 C -0.363 -3.727 -1.396  H4 1.192, H6 1.189, C34 1.668, H46 1.180
24 C 2.724 -1.315 4.291  O43 1.226, C58 1.471, C61 1.489
25 H -4.450 -0.898 -5.466  C37 1.193
26 O 3.367 4.790 2.185  C1 1.226
27 O 3.689 0.940 4.445  H3 0.982, C61 1.383
28 H 0.833 1.974 -3.887  C29 1.194
29 C 0.499 0.928 -4.354  H21 1.193, H28 1.194, C31 1.641, H54 1.179
30 H -4.120 0.815 -0.610  C38 1.194
31 C -0.616 1.279 -5.505  C5 1.496, Br19 2.030, C29 1.641
32 O 4.124 0.204 1.311  H2 0.982, C44 1.383
33 H 4.871 2.661 1.909  C63 1.083
34 C -1.049 -2.705 -0.269  H13 1.171, H15 1.171, C23 1.668, C52 1.665
35 C -1.942 -0.086 -0.240  C38 1.640, H47 1.187, C52 1.639, H62 1.190
36 H -0.101 2.121 1.304  C53 1.082
37 C -3.347 -1.320 -5.291  H14 1.170, N22 1.543, H25 1.193, H57 1.190
38 C -2.972 1.034 -0.852  C11 1.651, H30 1.194, C35 1.640, H51 1.194
39 O 0.978 -3.338 6.878  H49 0.982, C56 1.383
40 C 1.466 3.475 1.745  C1 1.489, O8 1.383, C53 1.334
41 Br -3.232 1.251 -7.062  C5 2.027
42 C 1.894 -1.062 7.016  C17 1.471, O20 1.226, C56 1.489
43 O 3.078 -1.384 3.119  C24 1.226
44 C 3.305 1.309 1.456  O32 1.383, C55 1.489, C63 1.334
45 H 1.839 -3.315 4.386  C58 1.083
46 H -0.222 -3.213 -2.449  C23 1.180
47 H -0.832 0.306 -0.086  C35 1.187
48 H -1.262 -1.297 -2.050  C52 1.192
49 H 0.803 -3.012 7.787  O39 0.982
50 H -1.696 -0.814 -4.133  N22 1.045
51 H -2.736 2.051 -0.273  C38 1.194
52 C -1.891 -1.506 -1.059  H12 1.187, C34 1.665, C35 1.639, H48 1.192
53 C 0.962 2.280 1.435  H36 1.082, C40 1.334, C55 1.471
54 H 1.431 0.350 -4.788  C29 1.179
55 C 1.842 1.115 1.256  C44 1.489, C53 1.471, O60 1.226
56 C 1.635 -2.304 6.237  O39 1.383, C42 1.489, C58 1.334
57 H -3.494 -2.248 -4.561  C37 1.190
58 C 2.022 -2.418 4.965  C24 1.471, H45 1.083, C56 1.334
59 H -4.289 0.879 -4.087  C9 1.188
60 O 1.410 0.008 0.956  C55 1.226
61 C 3.007 -0.083 5.078  C17 1.334, C24 1.489, O27 1.383
62 H -2.338 -0.340 0.853  C35 1.190
63 C 3.810 2.505 1.763  C1 1.471, H33 1.083, C44 1.334
64 H -3.974 -0.563 -2.889  C9 1.184

As for the net charge: +1. As for the LUMO energy: -3.6239 eV. The value obtained for the highest occupied orbital energy is -0.4185 Ha. The calculation puts the HOMO-LUMO gap at 7.76 eV. The value obtained for the maximum force is 5.6 eV/Å. Its electronic energy is -182278.5590 eV.

Entry from the OMol25 dataset: a cluster of 8 separate species, C23H30BrF3NO24PSi in total (ωB97M-V with the def2-TZVPD basis set).

Last columns: bonded neighbours and bond lengths (Å).
Positions of all 84 atoms, in Å:
1 O 9.989 -2.700 -0.999  C30 1.355, C54 1.433
2 O -1.149 -0.721 -2.141  C44 1.190
3 O -6.855 5.975 -2.712  C65 1.186
4 C -5.866 6.701 1.215  O17 1.433, H27 1.087, C72 1.511, H84 1.092
5 C 3.223 -7.794 6.548  O9 1.432, C12 1.513, H46 1.086, H73 1.091
6 O 1.926 -4.286 3.048  C24 1.347, C52 1.435
7 H 1.765 -6.180 6.683  C12 1.091
8 O 3.620 -5.607 5.989  C12 1.432, C34 1.354
9 O 3.599 -7.679 5.172  C5 1.432, C34 1.350
10 O 4.449 -6.001 3.940  C34 1.185
11 C 5.242 0.631 -3.989  C22 1.512, O49 1.434, H79 1.091, H82 1.086
12 C 2.818 -6.378 6.892  C5 1.513, H7 1.091, O8 1.432, H47 1.087
13 N -0.901 0.687 -3.951  C44 1.434, Si61 1.784, C74 1.420
14 C -4.711 8.594 1.644  O17 1.357, O25 1.184, O41 1.355
15 H 2.644 -1.707 3.900  C18 1.091
16 F 0.953 2.082 -3.862  C74 1.315
17 O -5.292 7.522 2.239  C4 1.433, C14 1.357
18 C 2.721 -2.141 2.901  H15 1.091, C52 1.510, O67 1.438, H70 1.087
19 C -1.554 -1.105 2.219  H31 1.088, O33 1.438, C59 1.509, H66 1.083
20 C 5.112 -1.002 -2.437  O43 1.186, O49 1.352, O77 1.351
21 O -0.175 -3.852 2.395  C24 1.187
22 C 3.877 -0.017 -4.048  C11 1.512, H42 1.087, H69 1.084, O77 1.434
23 H 3.825 -3.811 3.752  C52 1.080
24 C 0.942 -3.495 2.577  O6 1.347, O21 1.187, O67 1.362
25 O -4.296 9.540 2.221  C14 1.184
26 O -3.478 1.302 3.660  C76 1.185
27 H -5.783 5.649 1.473  C4 1.087
28 C -9.804 4.313 -2.970  H29 1.086, H50 1.091, C51 1.513, O75 1.433
29 H -10.679 4.408 -3.608  C28 1.086
30 C 10.445 -3.943 -0.707  O1 1.355, O56 1.183, O71 1.356
31 H -1.953 -2.060 2.555  C19 1.088
32 O -8.597 5.457 -1.391  C51 1.433, C65 1.353
33 O -1.784 -0.118 3.239  C19 1.438, C76 1.353
34 C 3.942 -6.394 4.936  O8 1.354, O9 1.350, O10 1.185
35 H 7.363 -4.536 -0.704  C36 1.086
36 C 8.220 -3.992 -0.317  H35 1.086, C54 1.511, O71 1.433, H83 1.091
37 H -4.150 6.477 -0.104  C72 1.092
38 H -2.744 -1.302 0.404  C59 1.087
39 O -4.839 0.454 -4.231  H53 0.960, P80 1.652
40 H -2.449 1.546 -5.891  Si61 1.468
41 O -4.671 8.432 0.299  C14 1.355, C72 1.433
42 H 3.110 0.587 -3.569  C22 1.087
43 O 5.420 -1.730 -1.553  C20 1.186
44 C -0.965 0.381 -2.552  O2 1.190, N13 1.434, F64 1.307
45 H 3.655 -3.883 1.995  C52 1.090
46 H 2.415 -8.511 6.666  C5 1.086
47 H 3.033 -6.108 7.922  C12 1.087
48 H -5.623 7.036 -0.922  C72 1.086
49 O 5.753 0.151 -2.739  C11 1.434, C20 1.352
50 H -9.569 3.256 -2.840  C28 1.091
51 C -9.945 5.045 -1.653  C28 1.513, O32 1.433, H60 1.086, H81 1.091
52 C 3.170 -3.582 2.924  O6 1.435, C18 1.510, H23 1.080, H45 1.090
53 H -4.579 -0.463 -4.124  O39 0.960
54 C 8.563 -2.768 -1.133  O1 1.433, C36 1.511, H55 1.091, H68 1.085
55 H 8.313 -2.887 -2.189  C54 1.091
56 O 11.586 -4.256 -0.696  C30 1.183
57 F -1.712 3.347 -4.257  Si61 1.576
58 O -3.356 0.218 1.692  C59 1.434, C76 1.357
59 C -2.320 -0.537 1.049  C19 1.509, H38 1.087, O58 1.434, H63 1.090
60 H -10.316 4.414 -0.850  C51 1.086
61 Si -2.144 1.849 -4.487  N13 1.784, H40 1.468, F57 1.576, P80 2.259
62 Br -4.978 3.254 -2.883  P80 2.210
63 H -1.715 0.140 0.445  C59 1.090
64 F -0.820 1.401 -1.747  C44 1.307
65 C -7.938 5.511 -2.572  O3 1.186, O32 1.353, O75 1.350
66 H -0.498 -1.221 2.014  C19 1.083
67 O 1.401 -2.235 2.339  C18 1.438, C24 1.362
68 H 8.095 -1.863 -0.759  C54 1.085
69 H 3.560 -0.259 -5.057  C22 1.084
70 H 3.355 -1.508 2.286  C18 1.087
71 O 9.413 -4.778 -0.428  C30 1.356, C36 1.433
72 C -5.052 7.083 0.001  C4 1.511, H37 1.092, O41 1.433, H48 1.086
73 H 4.088 -8.134 7.121  C5 1.091
74 C 0.420 0.995 -4.373  N13 1.420, F16 1.315, O78 1.189
75 O -8.675 4.967 -3.562  C28 1.433, C65 1.350
76 C -2.926 0.542 2.937  O26 1.185, O33 1.353, O58 1.357
77 O 4.074 -1.210 -3.276  C20 1.351, C22 1.434
78 O 1.027 0.329 -5.148  C74 1.189
79 H 5.900 0.294 -4.792  C11 1.091
80 P -3.916 1.339 -3.183  O39 1.652, Si61 2.259, Br62 2.210
81 H -10.575 5.932 -1.731  C51 1.091
82 H 5.201 1.717 -3.996  C11 1.086
83 H 8.048 -3.758 0.736  C36 1.091
84 H -6.922 6.958 1.107  C4 1.092

As for the net charge: 0. As for the LUMO energy: -0.5285 eV. The value obtained for the highest occupied orbital energy is -0.3456 Ha. The calculation puts the HOMO-LUMO gap at 8.88 eV. The value obtained for the maximum force is 2.6 eV/Å. As for the SMILES: O=C(F)N(C(=O)F)[Si@H](F)P(O)Br.O=C1OCCO1.O=C1OCCO1.O=C1OCCO1.O=C1OCCO1.O=C1OCCO1.O=C1OCCO1.O=C1OCCO1. Its electronic energy is -170332.3891 eV.

Entry from the OMol25 dataset: a cluster of 4 separate species, C23H30ClF3N2O3P2 in total (ωB97M-V with the def2-TZVPD basis set).

Last columns: bonded neighbours and bond lengths (Å).
Positions of all 64 atoms, in Å:
1 H 0.849 2.336 -0.429  C49 1.089
2 H 1.379 -0.310 1.539  C3 1.092
3 C 0.890 -0.471 0.576  H2 1.092, H27 1.095, O33 1.416, H40 1.089
4 H 6.224 4.738 -2.581  C20 1.082
5 C -3.512 -0.827 4.096  H39 1.082, C43 1.380, C62 1.387
6 H -2.598 3.086 -1.289  N52 1.012
7 C -4.813 -3.144 4.915  C14 1.387, H34 1.082, C57 1.388
8 H -2.891 -3.789 5.618  C57 1.082
9 H -3.328 -0.751 -0.410  P51 1.399
10 H -2.199 3.231 0.304  N52 1.014
11 C 3.546 2.767 -2.117  F44 1.351, C53 1.379, C55 1.380
12 H 0.690 -6.437 -2.055  C22 1.082
13 C -1.076 0.958 0.839  C18 1.527, O33 1.433, H56 1.095, C58 1.551
14 C -5.536 -2.137 4.292  C7 1.387, C43 1.380, H61 1.081
15 C 4.327 4.971 -3.553  C20 1.388, H36 1.081, C60 1.388
16 H 2.443 -6.226 -3.784  C64 1.081
17 C 3.535 -4.726 -2.707  C32 1.387, H37 1.082, C64 1.388
18 C -0.128 1.966 1.485  C13 1.527, H24 1.093, C49 1.531, H63 1.091
19 H 0.313 4.392 -0.342  O41 0.957
20 C 5.219 4.353 -2.689  H4 1.082, C15 1.388, C53 1.387
21 H -3.974 0.999 -1.671  P51 1.400
22 C 1.506 -5.742 -1.917  H12 1.082, C35 1.387, C64 1.388
23 H -0.691 -1.322 -1.914  O42 0.961
24 H -0.738 2.714 1.997  C18 1.093
25 H 1.640 2.946 -3.064  C55 1.083
26 Cl -1.831 1.754 -3.454  P59 2.070
27 H 1.348 0.200 -0.159  C3 1.095
28 H 4.403 -3.238 -1.402  C32 1.081
29 H 1.845 2.679 0.978  C49 1.093
30 H 5.507 2.744 -1.274  C53 1.081
31 H 0.808 -5.050 0.009  C35 1.082
32 C 3.602 -3.947 -1.562  C17 1.387, H28 1.081, C38 1.379
33 O -0.518 -0.348 0.645  C3 1.416, C13 1.433
34 H -5.319 -4.046 5.231  C7 1.082
35 C 1.561 -4.972 -0.764  C22 1.387, H31 1.082, C38 1.380
36 H 4.635 5.840 -4.118  C15 1.081
37 H 4.305 -4.632 -3.462  C17 1.082
38 C 2.611 -4.090 -0.613  C32 1.379, C35 1.380, F50 1.351
39 H -3.033 0.084 3.763  C5 1.082
40 H 1.108 -1.493 0.269  C3 1.089
41 O 0.478 4.129 0.564  H19 0.957, C49 1.426
42 O -1.356 -0.678 -2.172  H23 0.961, P59 1.631
43 C -4.866 -0.998 3.896  C5 1.380, C14 1.380, F54 1.349
44 F 3.151 1.687 -1.409  C11 1.351
45 H -4.593 0.540 1.411  N47 1.013
46 H 2.340 4.954 -4.363  C60 1.082
47 N -4.288 1.261 0.768  H45 1.013, P51 1.571
48 H -1.740 -1.726 4.888  C62 1.082
49 C 0.829 2.747 0.579  H1 1.089, C18 1.531, H29 1.093, O41 1.426
50 F 2.664 -3.330 0.503  C38 1.351
51 P -3.464 0.641 -0.417  H9 1.399, H21 1.400, N47 1.571, C58 1.884
52 N -1.912 2.841 -0.587  H6 1.012, H10 1.014, C58 1.455
53 C 4.832 3.239 -1.958  C11 1.379, C20 1.387, H30 1.081
54 F -5.553 -0.014 3.281  C43 1.349
55 C 2.637 3.359 -2.970  C11 1.380, H25 1.083, C60 1.387
56 H -1.899 0.820 1.549  C13 1.095
57 C -3.449 -3.000 5.131  C7 1.388, H8 1.082, C62 1.388
58 C -1.741 1.400 -0.490  C13 1.551, P51 1.884, N52 1.455, P59 1.875
59 P -0.739 0.818 -1.964  Cl26 2.070, O42 1.631, C58 1.875
60 C 3.039 4.474 -3.691  C15 1.388, H46 1.082, C55 1.387
61 H -6.599 -2.225 4.116  C14 1.081
62 C -2.803 -1.842 4.721  C5 1.387, H48 1.082, C57 1.388
63 H 0.430 1.464 2.276  C18 1.091
64 C 2.491 -5.622 -2.888  H16 1.081, C17 1.388, C22 1.388

As for the net charge: 0. As for the LUMO energy: 0.4446 eV. The value obtained for the highest occupied orbital energy is -0.2991 Ha. The calculation puts the HOMO-LUMO gap at 8.58 eV. The value obtained for the maximum force is 0.8 eV/Å. As for the SMILES: CO[C@@H](CCO)[C@](N)([PH2]=N)P(O)Cl.Fc1ccccc1.Fc1ccccc1.Fc1ccccc1. Its electronic energy is -72711.9984 eV.

Which of these has the lowest LUMO? C23H30Br2NO8